P:
Here is one molecule with the formula C5H9NO3S from the Open Molecules 2025 dataset. Energies are from the ωB97M-V functional and the def2-TZVPD basis.

Calculated values
HOMO = -9.725 eV
SMILES string = C[C@H]1C(=O)N[C@@H]1S(C)(=O)=O
orbital gap = 0.37425 Ha
spin multiplicity = 1
net charge = 0

Structure (XYZ):
```
19
Properties=species:S:1:pos:R:3:mulliken_charge:R:1
C 1.1154 2.2743 0.0778 0.22
C 0.8589 0.7513 0.3363 -0.24
C -0.2133 0.9443 -0.7464 -0.27
C 2.0867 -0.1901 0.0017 -1.30
C -2.1827 -0.9410 0.4190 -0.98
N 0.2302 2.2534 -0.9006 -0.08
O 1.7660 3.1739 0.4828 -0.60
O -2.8534 1.2240 -0.8776 -0.65
O -1.8956 1.7337 1.3414 -0.61
S -1.9084 0.9024 0.1703 1.07
H 0.5457 0.5814 1.2690 0.72
H -0.4607 0.1874 -1.4311 0.50
H 2.5695 0.3824 -0.8158 0.29
H 1.5922 -1.1935 -0.3084 0.28
H 2.6350 -0.1730 0.8323 0.43
H -3.2153 -1.0956 0.4690 0.42
H -1.7645 -1.4052 -0.4459 0.33
H -1.6665 -1.3296 1.3759 0.29
H -0.0568 2.8735 -1.6524 0.18
```

Q:
Here is one molecule with the formula C5H9NO3S from the Open Molecules 2025 dataset. Energies are from the ωB97M-V functional and the def2-TZVPD basis.

Calculated values
HOMO = -7.759 eV
orbital gap = 0.28521 Ha
spin multiplicity = 1
net charge = 0

Structure (XYZ):
```
19
Properties=species:S:1:pos:R:3:mulliken_charge:R:1
C 0.4131 3.9621 1.3120 -0.54
C -0.3461 2.8686 1.1359 0.01
C 0.3580 -1.6325 -2.6294 -0.62
C -1.0785 0.2485 1.3584 -0.88
C 0.9901 -1.1177 -0.3658 0.02
N 0.9551 0.1646 -0.6354 0.75
O 0.5171 0.7373 -1.5786 -0.73
O 1.3673 0.9660 0.4552 -0.51
O 0.6822 -2.0201 -1.3160 -0.35
S 0.1082 1.3076 1.8315 0.18
H -0.0623 4.9437 1.0942 0.26
H 1.3886 3.8838 1.9141 0.20
H -1.1526 3.0875 0.4972 0.33
H 0.1937 -2.5179 -3.2591 0.22
H 1.1883 -1.0834 -3.0212 0.31
H -0.4993 -0.8943 -2.6255 0.26
H -1.8451 0.5942 0.7940 0.34
H -1.2279 -0.4422 2.0801 0.39
H 1.2317 -1.5641 0.5914 0.38
```

What should be chosen as the most stable of them? Choose P.

P:
Here is one molecule with the formula C5H11NO from the Open Molecules 2025 dataset. Energies are from the ωB97M-V functional and the def2-TZVPD basis.

Calculated values
HOMO = -9.177 eV
SMILES string = CCC(=O)N(C)C
orbital gap = 0.37031 Ha
spin multiplicity = 1
net charge = 0

Structure (XYZ):
```
18
Properties=species:S:1:pos:R:3:mulliken_charge:R:1
C -0.8181 1.4084 -0.5105 -0.73
C -1.9448 0.3773 -0.4419 -0.91
C 0.5391 0.7221 -0.7393 0.65
N 1.0445 -0.1396 0.2065 0.02
C 1.6908 -1.3497 -0.2959 -1.00
C 0.4221 -0.2827 1.5042 -1.02
O 1.1130 0.8888 -1.7959 -0.62
H -0.8001 2.0805 0.3513 0.39
H -0.8633 2.0620 -1.3828 0.33
H -1.5437 -0.6360 -0.3812 0.28
H -2.5130 0.4574 0.4818 0.28
H -2.6428 0.4636 -1.2661 0.31
H 2.1100 -1.8935 0.5423 0.38
H 0.9681 -1.9606 -0.8428 0.31
H 2.4996 -1.1526 -0.9969 0.30
H -0.1659 -1.2156 1.5823 0.36
H 1.1762 -0.3543 2.2884 0.31
H -0.2718 0.5248 1.6963 0.36
```

Q:
Here is one molecule with the formula C5H11NO from the Open Molecules 2025 dataset. Energies are from the ωB97M-V functional and the def2-TZVPD basis.

Calculated values
HOMO (spin up / spin down) = -7.663 / -7.519 eV
orbital gap (spin up / spin down) = 0.27304 / 0.26413 Ha
spin multiplicity = 1
net charge = 0

Structure (XYZ):
```
18
Properties=species:S:1:pos:R:3:mulliken_charge:R:1
C 0.8034 0.0242 0.3387 1.02
C -1.4754 -0.3307 -0.3028 0.18
C -0.4504 0.0209 1.0167 -0.75
C 1.4920 -1.2614 0.0671 -1.25
C 1.4026 1.3144 -0.0561 -1.31
N -1.0334 0.4618 -1.3256 -0.74
O -2.8390 -0.2371 0.0691 -0.57
H -3.0948 0.6840 -0.0815 0.36
H -1.7084 0.3853 -2.0903 0.18
H -1.2970 -1.4170 -0.3673 0.21
H -0.7702 0.9837 1.4048 0.32
H -0.6191 -0.7847 1.7253 0.30
H 2.1467 -1.1999 -0.8019 0.38
H 0.7725 -2.0747 -0.0696 0.30
H 2.1090 -1.5368 0.9336 0.33
H 2.2848 1.2034 -0.6857 0.38
H 1.6581 1.9071 0.8305 0.31
H 0.6185 1.8575 -0.6052 0.36
```

R:
Here is a 2-piece molecular cluster, C5H11NO overall from the Open Molecules 2025 dataset. Energies are from the ωB97M-V functional and the def2-TZVPD basis.

Calculated values
HOMO = -8.200 eV
SMILES string = C=CC/C=C/N.O
orbital gap = 0.33614 Ha
spin multiplicity = 1
net charge = 0

Structure (XYZ):
```
18
Properties=species:S:1:pos:R:3:mulliken_charge:R:1
C -0.6380 -0.8499 0.9024 -0.27
C -0.1045 -0.4131 2.0387 -0.20
N -0.7243 -0.6208 3.2921 -0.53
C 0.0989 -0.5657 -0.4015 -0.71
C -0.3566 0.6764 -1.1463 0.05
C -1.5659 1.0057 -1.5790 -0.75
H -1.6276 -1.2433 0.7917 0.29
H 0.8526 0.0787 2.0891 0.29
H -0.4279 0.0419 3.9797 0.25
H -1.7334 -0.5590 3.2714 0.24
H 0.1659 -1.3878 -1.1159 0.35
H 1.0968 -0.2799 -0.0703 0.21
H 0.3856 1.4607 -1.2462 0.28
H -1.8123 1.9810 -1.9778 0.27
H -2.4133 0.3347 -1.4495 0.22
H 3.4739 0.3979 -2.9518 0.30
H 2.3873 -0.3988 -2.2670 0.30
O 2.9428 0.3413 -2.1599 -0.60
```

S:
Here is one molecule with the formula C5H11NO from the Open Molecules 2025 dataset. Energies are from the ωB97M-V functional and the def2-TZVPD basis.

Calculated values
HOMO = -9.500 eV
SMILES string = CCCNC(C)=O
orbital gap = 0.38041 Ha
spin multiplicity = 1
net charge = 0

Structure (XYZ):
```
18
Properties=species:S:1:pos:R:3:mulliken_charge:R:1
C -2.2536 0.1810 -0.8771 -1.12
C -1.5311 0.6483 0.3810 -0.34
C -0.6035 -0.4011 0.9806 -0.70
N 0.5255 -0.8043 0.1337 -0.25
C 1.3644 0.1377 -0.4310 0.72
O 0.9655 1.1399 -0.9974 -0.58
C 2.8397 -0.1241 -0.2050 -1.20
H -2.9129 0.9674 -1.2611 0.32
H -1.5356 -0.0574 -1.6685 0.29
H -2.8668 -0.7069 -0.6749 0.31
H -0.9657 1.5547 0.1548 0.31
H -2.2600 0.8955 1.1634 0.35
H -0.2140 -0.0236 1.9398 0.29
H -1.1771 -1.3101 1.1989 0.40
H 1.0261 -1.5838 0.5336 0.24
H 3.1290 -1.1648 -0.3779 0.36
H 3.0429 0.1157 0.8459 0.28
H 3.4273 0.5360 -0.8390 0.32
```

What should be chosen as the most stable of them? Choose S.

P:
Here is C5H11NO as an isolated structure from the Open Molecules 2025 dataset. Energies are from the ωB97M-V functional and the def2-TZVPD basis.

Calculated values
HOMO = -8.708 eV
orbital gap = 0.31352 Ha
spin multiplicity = 1
net charge = 0

Structure (XYZ):
```
18
Properties=species:S:1:pos:R:3:mulliken_charge:R:1
C 0.4917 0.3230 -0.5471 -0.93
C -0.9466 -0.0359 -0.2380 1.11
C -1.0276 -0.3259 1.3125 -1.39
C -1.9353 0.9907 -0.8622 -1.31
C 1.5112 -0.4953 0.2011 0.56
N 2.8596 -0.3634 -0.3439 -0.58
O 1.2269 -1.6134 0.8098 -0.67
H 1.0174 0.4555 0.7430 0.13
H 0.7339 0.9170 -1.4118 0.44
H -1.2504 -1.0573 -0.6643 0.14
H -0.0215 -0.8551 1.5431 0.40
H -1.0575 0.6612 1.8989 0.25
H -1.7002 -1.0306 1.8377 0.34
H -1.4577 1.0435 -1.8745 0.30
H -1.8036 2.0197 -0.5001 0.33
H -3.0361 0.8023 -0.6276 0.34
H 2.8569 -0.4367 -1.3722 0.25
H 3.5390 -0.9991 0.0956 0.30
```

Q:
Here is one molecule with the formula C5H11NO from the Open Molecules 2025 dataset. Energies are from the ωB97M-V functional and the def2-TZVPD basis.

Calculated values
HOMO = -9.631 eV
SMILES string = CNC(=O)C(C)C
orbital gap = 0.38631 Ha
spin multiplicity = 1
net charge = 0

Structure (XYZ):
```
18
Properties=species:S:1:pos:R:3:mulliken_charge:R:1
C -2.4659 -1.1459 -0.9073 -0.86
N -1.4210 -0.1840 -0.6365 -0.20
C -0.3879 -0.4067 0.2229 0.48
O -0.3165 -1.3820 0.9552 -0.65
C 0.7234 0.6395 0.1510 0.70
C 1.0234 1.2124 1.5341 -1.44
C 1.9468 -0.0435 -0.4686 -1.44
H -2.4355 -1.4624 -1.9566 0.29
H -3.4573 -0.7324 -0.6929 0.27
H -2.2957 -2.0141 -0.2689 0.32
H -1.3759 0.6478 -1.2009 0.24
H 0.4098 1.4606 -0.5092 0.18
H 1.2182 0.4015 2.2420 0.30
H 0.1792 1.8009 1.9107 0.36
H 1.9015 1.8667 1.4945 0.39
H 2.8001 0.6415 -0.5080 0.39
H 2.2216 -0.9190 0.1277 0.32
H 1.7316 -0.3808 -1.4892 0.36
```

What should be chosen as the most stable of them? Choose Q.

P:
Here is one molecule with the formula C5H11NO from the Open Molecules 2025 dataset. Energies are from the ωB97M-V functional and the def2-TZVPD basis.

Calculated values
HOMO = -9.725 eV
SMILES string = CC[C@@H](C)NC=O
orbital gap = 0.39103 Ha
spin multiplicity = 1
net charge = 0

Structure (XYZ):
```
18
Properties=species:S:1:pos:R:3:mulliken_charge:R:1
C -1.5726 -0.5868 -1.2291 -1.17
C -1.2012 0.3146 -0.0540 -0.50
C 0.3087 0.5135 0.1387 0.40
C 0.6074 1.6080 1.1631 -1.60
N 0.9696 -0.7241 0.5474 -0.10
C 1.6054 -1.5490 -0.3198 -0.08
O 1.6529 -1.4022 -1.5258 -0.54
H -1.1979 -0.1795 -2.1743 0.29
H -1.1499 -1.5905 -1.1197 0.27
H -2.6610 -0.6810 -1.3098 0.38
H -1.6688 1.2996 -0.1889 0.30
H -1.6143 -0.0953 0.8791 0.28
H 0.7658 0.7653 -0.8254 0.34
H 0.1338 2.5566 0.8873 0.38
H 0.2203 1.3272 2.1519 0.36
H 1.6848 1.7782 1.2484 0.39
H 1.0259 -0.9584 1.5281 0.26
H 2.0910 -2.3961 0.2030 0.35
```

Q:
Here is C5H11NO as an isolated structure from the Open Molecules 2025 dataset. Energies are from the ωB97M-V functional and the def2-TZVPD basis.

Calculated values
HOMO = -9.043 eV
orbital gap = 0.36282 Ha
spin multiplicity = 1
net charge = 0

Structure (XYZ):
```
18
Properties=species:S:1:pos:R:3:mulliken_charge:R:1
C -1.9014 -0.4574 -0.5697 -0.78
C -0.9742 -0.1699 0.5774 -1.09
C 0.1475 1.9069 0.0235 -0.90
C 1.5097 -0.0039 -0.0377 0.83
C 1.4939 -1.5923 0.0525 -1.04
H -2.1171 0.5363 -0.8631 0.35
H -2.9268 -1.1552 -0.2586 0.28
H -1.3026 -1.2101 -1.3575 0.19
H -0.5080 -1.0044 0.9752 0.57
H -1.3813 0.6098 1.4489 0.36
H -0.5551 2.3105 -0.8093 0.26
H -0.2905 2.3023 0.9241 0.33
H 1.3333 2.4097 -0.3730 0.26
H 1.4852 -1.8667 1.1986 0.28
H 2.7368 -1.8923 -0.3269 0.30
H 0.5235 -1.9030 -0.4517 0.20
N 0.2754 0.5843 0.1599 0.17
O 2.4517 0.5952 -0.3126 -0.54
```

What should be chosen as the most stable of them? Choose P.

P:
Here is a 3-piece molecular cluster, C7H7NOS overall from the Open Molecules 2025 dataset. Energies are from the ωB97M-V functional and the def2-TZVPD basis.

Calculated values
HOMO (spin up / spin down) = -7.298 / -8.557 eV
orbital gap (spin up / spin down) = 0.25770 / 0.28926 Ha
spin multiplicity = 1
net charge = 0

Structure (XYZ):
```
17
Properties=species:S:1:pos:R:3:mulliken_charge:R:1
C -3.0790 0.2347 0.7998 0.12
C -1.9746 -0.1809 0.6368 -0.82
C 1.7168 1.8890 0.7326 -0.61
C 0.4227 1.4072 0.5906 -0.62
C 2.6943 1.0355 0.2988 -0.18
C 0.5095 0.0178 0.3251 0.66
C -0.7168 -0.6998 0.2164 0.40
N 0.5541 -2.4308 -0.5398 -0.54
O -0.6395 -2.0044 -0.1120 -0.10
S 2.0332 -0.5060 -0.1276 -0.01
H -3.9380 0.8303 0.8783 0.47
H 2.0302 2.8853 0.9646 0.38
H -0.4815 1.9793 0.8328 0.32
H 3.8091 1.2444 0.1373 0.33
H -1.7166 -0.8652 -2.2466 -0.19
H -1.7906 -1.4265 -2.8701 0.19
H 0.5666 -3.4099 -0.5169 0.19
```

Q:
Here is a 2-piece molecular cluster, C7H7NOS overall from the Open Molecules 2025 dataset. Energies are from the ωB97M-V functional and the def2-TZVPD basis.

Calculated values
HOMO = -8.542 eV
SMILES string = N#Cc1ccccc1.OS
orbital gap = 0.31525 Ha
spin multiplicity = 1
net charge = 0

Structure (XYZ):
```
17
Properties=species:S:1:pos:R:3:mulliken_charge:R:1
C 0.4602 -1.2811 2.8947 -0.26
C -0.7787 -1.4373 2.2513 -0.52
C 1.4944 -0.5669 2.3395 -0.42
C -0.9191 -0.9729 0.9119 -0.44
C 1.2974 0.0751 1.1470 -0.37
C 0.1260 -0.1770 0.4065 0.40
C 0.0248 0.1918 -0.9636 0.16
N -0.1574 0.2359 -2.0838 -0.47
O -1.1019 1.4383 -4.5595 -0.51
S -0.6139 2.9044 -5.1742 -0.05
H 0.7027 -1.6811 3.8539 0.35
H -1.6759 -1.9335 2.6386 0.35
H 2.4385 -0.5337 2.9316 0.32
H -1.8135 -1.3989 0.5562 0.39
H 2.1389 0.6531 0.7993 0.40
H -1.0217 3.5175 -4.0653 0.13
H -0.6009 0.9663 -3.8841 0.53
```

R:
Here is one molecule with the formula C7H7NOS from the Open Molecules 2025 dataset. Energies are from the ωB97M-V functional and the def2-TZVPD basis.

Calculated values
HOMO (spin up / spin down) = -7.878 / -7.876 eV
orbital gap (spin up / spin down) = 0.29394 / 0.29389 Ha
spin multiplicity = 1
net charge = 0

Structure (XYZ):
```
17
Properties=species:S:1:pos:R:3:mulliken_charge:R:1
C -1.5230 -1.7505 0.0130 -1.16
C -2.7005 -1.0794 -0.0595 -0.09
C -0.4554 -0.8571 -0.0510 0.70
C -0.8671 0.4738 0.0148 0.08
C 0.9379 -1.2686 -0.1155 -0.61
C 0.1981 1.4550 -0.3447 -0.33
C 1.4481 1.0232 0.3536 -0.82
N 1.8901 -0.3616 -0.0474 0.57
O 3.1365 -0.6316 -0.2526 -0.71
S -2.5407 0.6402 -0.0792 -0.18
H -1.5985 -2.8507 0.1250 0.31
H -3.7167 -1.4423 -0.1342 0.43
H 1.2662 -2.2529 0.0153 0.45
H 0.3729 1.2992 -1.4791 0.23
H -0.0211 2.5732 -0.2331 0.35
H 2.3945 1.4908 0.2208 0.44
H 1.0425 0.9344 1.3566 0.33
```

What should be chosen as the most stable of them? Choose Q.

P:
Here is C2H4ClNO as an isolated structure from the Open Molecules 2025 dataset. Energies are from the ωB97M-V functional and the def2-TZVPD basis.

Calculated values
HOMO = -8.780 eV
orbital gap = 0.33944 Ha
spin multiplicity = 1
net charge = 0

Structure (XYZ):
```
9
Properties=species:S:1:pos:R:3:mulliken_charge:R:1
C 0.1830 1.3253 0.3409 0.09
C -0.5026 -0.2419 -0.4998 -0.66
N 0.1356 -1.3853 -0.1086 -0.30
O 1.3732 1.3559 0.6154 -0.43
Cl 0.2855 -1.4848 1.6789 -0.10
H -0.5774 1.9824 0.4344 0.39
H -1.5712 -0.2033 -0.4177 0.33
H -0.4860 0.0414 -1.5596 0.33
H 1.1598 -1.3896 -0.4840 0.36
```

Q:
Here is a 2-piece molecular cluster, C2H4ClNO overall from the Open Molecules 2025 dataset. Energies are from the ωB97M-V functional and the def2-TZVPD basis.

Calculated values
HOMO = -10.700 eV
SMILES string = COC#N.Cl
orbital gap = 0.40871 Ha
spin multiplicity = 1
net charge = 0

Structure (XYZ):
```
9
Properties=species:S:1:pos:R:3:mulliken_charge:R:1
C 0.2372 -0.4311 -0.5494 0.53
C -1.8510 0.3015 0.2769 -0.70
N 1.3794 -0.5050 -0.3249 -0.51
O -0.9811 -0.1710 -0.8204 -0.37
Cl 4.4224 0.0879 -0.0076 -0.32
H -2.8559 0.2876 -0.0986 0.28
H -1.6958 1.3248 0.5656 0.31
H -1.9503 -0.3298 1.0673 0.36
H 3.2950 -0.5649 -0.1091 0.42
```

What should be chosen as the most stable of them? Choose Q.